(1)
Molecular formula: C48H54Cl5IrO3SSe
Method: DFT, wB97M-V/def2-TZVPD

The calculation puts the HOMO-LUMO gap (spin up / spin down) at 5.10 / 4.89 eV. The value obtained for the relative energy (zero: lowest compared OMol25 entry of this formula, charge and spin) is 52.97 kcal per mole. The max |F| is 4.80 eV Å⁻¹. Its spin multiplicity is 5. Its HOMO energy (spin up / spin down) is -5.44 / -6.88 eV. As for the LUMO energy (spin up / spin down): -0.34 / -1.99 eV.

Structure (XYZ):
```
113
Properties=species:S:1:pos:R:3:forces:R:3:mulliken_charge:R:1
Ir 16.1847 10.6866 14.1515 0.9116 3.2412 3.4201 1.733
C 15.5336 18.0850 13.1059 1.2729 0.8003 1.3498 -1.770
C 14.5157 17.3524 13.9071 -1.1790 -1.0011 2.5235 2.234
C 14.2396 18.3519 15.1395 -1.0028 0.0885 -1.4425 -1.586
C 13.3089 17.0148 13.0048 -0.5558 1.9958 -0.6899 -1.889
C 15.0176 16.0415 14.5624 1.2787 1.0798 -0.5117 0.153
C 14.3190 14.8590 14.4271 -0.2671 0.9491 -0.6280 -0.746
C 14.9162 13.6535 14.7261 1.2908 -0.6115 -0.6614 -0.126
Se 14.1459 12.0415 13.9977 -2.3855 1.3476 1.3438 -0.069
C 13.2970 11.3241 15.6096 0.5919 -0.3132 -0.0828 0.122
C 11.9351 11.4354 15.9006 0.3153 1.0891 -1.8980 -0.458
C 11.3868 10.5648 16.8015 -0.3441 -0.1053 0.1441 0.072
C 12.2058 9.7290 17.5506 1.3196 0.5489 0.3774 -0.794
C 13.5920 9.7629 17.5007 -0.7457 0.6252 -0.9420 0.063
C 14.1400 10.5088 16.3694 0.1884 -1.1491 1.3794 -0.477
O 15.4278 10.3451 16.1171 -0.2940 -0.0114 -0.8727 -0.323
C 14.4455 8.9399 18.4717 0.2462 -0.1151 0.2070 2.078
C 13.7309 8.6367 19.8186 -1.2181 2.2059 0.7121 -1.736
C 15.8110 9.6773 18.7550 -0.7222 -0.0338 -0.5615 -1.588
C 14.7150 7.6001 17.7850 2.4878 0.9578 -2.4040 -1.423
C 9.9369 10.6010 17.1318 -2.0309 -1.3306 0.4193 1.665
C 9.1543 11.2562 15.9440 -0.0237 -0.4572 -0.4507 -1.507
C 9.3269 9.1062 17.5218 1.9471 1.4806 -0.0532 -1.670
C 9.6996 11.4454 18.3919 -1.7046 0.2326 0.1600 -1.449
C 16.2878 13.5653 15.1371 -2.9638 1.7358 0.2147 0.708
O 16.9261 12.4599 15.0425 1.5304 -0.3448 0.2857 -0.402
C 16.7595 14.8071 15.7087 0.9734 -0.4875 0.1049 -0.761
C 16.2829 16.0142 15.2090 -1.5668 -1.8665 0.1859 -1.081
C 17.8957 14.7577 16.7418 1.0235 -0.7687 -1.4721 2.421
C 18.0485 15.9724 17.5852 1.0493 2.1143 1.1297 -2.071
C 17.6835 13.5733 17.6995 -1.3098 0.1871 -0.7895 -1.614
C 19.2280 14.6450 15.9225 -0.9752 0.1650 -0.3051 -1.762
H 14.9747 18.8330 12.6050 -0.1934 0.9967 -0.7718 0.572
H 16.0806 17.5055 12.3976 0.4524 -0.5427 -0.4811 0.308
H 16.2196 18.6282 13.8197 -0.2869 -0.6694 -0.9921 0.332
H 14.0782 19.3871 14.8132 0.2565 -0.0853 -0.3511 0.399
H 15.0861 18.3573 15.7962 0.5449 -0.1277 0.2718 0.405
H 13.3580 18.1765 15.7387 -0.3109 -0.7562 0.1115 0.367
H 13.1302 17.9517 12.3752 -0.0949 -1.2900 0.6492 0.364
H 12.3616 16.7843 13.5111 0.3421 0.1702 0.1859 0.316
H 13.4861 16.1758 12.3212 0.3204 0.3373 0.0505 0.432
H 13.3681 14.9539 13.8973 0.2340 -0.7116 0.5112 0.482
H 11.3696 12.2149 15.3035 0.6181 -1.3217 0.8809 0.129
H 11.7400 9.1435 18.3081 -0.2840 -0.4027 0.3779 0.297
H 13.5228 9.6590 20.3461 -0.0172 -1.6353 -0.9524 0.355
H 14.3887 8.1590 20.5489 0.0083 -0.4383 -0.4325 0.407
H 12.7370 8.0783 19.7283 1.5199 0.6504 0.1081 0.299
H 15.6692 10.7371 19.0483 -0.0452 -0.5190 -0.3305 0.334
H 16.4350 9.6176 17.8531 -0.2416 0.2675 0.4042 -0.161
H 16.3478 9.1987 19.5523 0.1337 -0.4472 0.5986 0.581
H 13.8959 6.9199 17.6854 -0.6954 -0.1802 0.0673 0.352
H 15.5733 7.0944 18.2228 -0.0938 -0.2545 0.5045 0.398
H 15.1411 7.8450 16.7205 -1.0018 -0.4895 1.6094 -0.023
H 9.3291 10.7183 14.9717 0.1146 0.3951 0.9163 0.344
H 9.5559 12.2893 15.8183 -0.8315 -0.6358 0.0692 0.340
H 8.0424 11.2497 16.0558 0.8986 0.2152 0.3468 0.403
H 9.8921 8.3604 16.9656 -0.1694 -0.1580 -0.0662 0.352
H 8.2809 8.9699 17.3671 -0.8108 0.3220 -0.5316 0.415
H 9.4665 8.9127 18.5997 0.2184 0.1214 -0.4367 0.339
H 10.1272 12.4415 18.3376 0.7430 -0.0477 0.1406 0.324
H 9.8541 10.9363 19.3933 0.0834 0.6579 -1.3420 0.261
H 8.6293 11.6980 18.2578 0.0834 -0.2605 0.9005 0.423
H 16.8947 16.8641 15.3876 0.0081 0.8692 0.1973 0.497
H 17.2218 16.1899 18.2786 0.0773 -0.2445 -0.2780 0.374
H 18.2553 16.9122 17.0259 -0.3722 -0.5601 0.0311 0.397
H 18.9885 15.8987 18.2096 -0.9726 -0.2694 -0.4360 0.405
H 16.7548 13.7765 18.2715 0.4591 -0.1905 -0.1421 0.365
H 18.5060 13.5223 18.3744 0.6774 -0.2511 0.5913 0.571
H 17.5313 12.6387 17.1482 0.2698 0.1227 0.3197 0.018
H 20.0664 14.3964 16.5152 0.9320 -0.3318 1.0908 0.589
H 19.4768 15.6107 15.4591 -0.3008 -0.2542 -0.1167 0.304
H 19.1536 13.8679 15.1715 -0.1127 -0.0582 -0.3231 0.170
Cl 15.7197 8.2917 13.6739 -0.5345 -2.1603 -1.2024 -0.154
C 15.7677 9.1065 12.1077 0.5884 1.0675 -0.6255 0.437
C 16.0973 10.4613 12.2243 -0.1806 -0.6026 -1.3090 -0.907
C 15.9679 11.4033 11.2129 -0.1139 -1.3814 -0.9547 0.403
Cl 16.4286 13.0670 11.3287 -0.0947 -0.3729 0.3606 -0.075
C 15.3494 10.9120 10.0535 -0.7964 -1.3462 1.0270 0.072
Cl 14.2308 11.9219 9.2479 0.1537 0.6295 -0.8358 -0.181
C 15.2073 9.4889 9.8701 0.0278 1.4923 -0.3838 0.435
Cl 14.4615 9.0123 8.4072 0.0727 -0.6282 -0.1946 -0.187
C 15.5256 8.5699 10.8624 0.2757 -1.4581 0.3902 0.091
Cl 15.6659 6.8028 10.6716 -0.4400 1.2816 -0.2681 -0.194
O 17.9576 9.8817 14.8994 2.3422 -0.3077 0.8487 0.005
S 19.3432 10.2988 14.3245 -1.3122 -1.9870 -0.4439 0.582
C 20.4456 9.1784 15.3141 -1.4357 -1.9930 -0.7528 -0.989
C 20.7166 9.7681 16.6340 -0.4016 -0.1344 1.4452 0.268
C 19.7716 9.6037 17.6524 1.1430 0.5749 -0.0760 -0.064
C 20.1744 9.9794 18.9441 -0.7190 -1.1931 -0.3605 -0.589
C 21.3840 10.5263 19.2442 1.3042 0.5602 1.5627 -0.550
C 22.2356 10.8511 18.1936 0.5621 0.3052 1.2300 -0.581
C 21.9286 10.3763 16.9677 0.0755 0.0783 -2.0985 -0.386
C 19.3334 9.3508 12.6554 0.5311 2.0013 0.5625 -0.046
C 20.5708 9.8728 12.0360 2.1788 0.5081 -3.1925 0.284
C 20.4931 11.0664 11.1856 -0.1976 -1.4318 2.0413 -0.466
C 21.5965 11.4019 10.4403 0.1673 0.0223 -1.3416 -0.379
C 22.7745 10.5908 10.4052 0.2813 2.2346 -0.1763 -0.485
C 22.9631 9.6065 11.3380 -1.1209 -0.9903 -0.1685 -0.735
C 21.8107 9.1544 11.9986 -2.1224 0.8450 0.5425 -0.226
H 21.3395 8.8916 14.7757 0.2642 0.4465 -0.3478 0.637
H 19.8409 8.1765 15.4146 0.7954 1.9981 -0.2193 0.356
H 18.8238 9.1326 17.4220 -0.0203 0.0481 0.2772 0.290
H 19.6247 9.6179 19.7678 -1.0614 -0.0601 0.7688 0.471
H 21.7302 10.5894 20.3361 -0.7211 0.2954 -1.8050 0.301
H 23.1655 11.4088 18.3140 -0.1756 -0.3761 0.2436 0.410
H 22.6937 10.4910 16.2120 -0.0876 0.0490 -0.3701 0.369
H 18.4575 9.6617 12.0557 0.3063 -0.0031 0.7753 -0.368
H 19.3214 8.2995 12.8014 -0.0114 -0.9323 0.5177 0.596
H 19.5397 11.6399 11.1873 0.8880 -0.2935 -0.1448 0.288
H 21.5154 12.2697 9.7431 0.1987 -0.8494 0.6267 0.340
H 23.5485 10.9010 9.6731 -0.3783 -0.3355 0.7916 0.328
H 23.8598 9.0173 11.4962 0.0758 0.1848 -0.5271 0.391
H 21.7659 8.1403 12.3687 0.3945 -0.0272 0.6443 0.426
```
Positions in Å, forces in eV/Å.



(2)
Molecular formula: C2H5FS
Method: DFT, wB97M-V/def2-TZVPD

The calculation puts the HOMO-LUMO gap at 6.81 eV. The value obtained for the relative energy (zero: lowest compared OMol25 entry of this formula, charge and spin) is 132.73 kcal per mole. The max |F| is 12.81 eV Å⁻¹. Its HOMO energy is -6.59 eV. As for the LUMO energy: 0.23 eV.

Structure (XYZ):
```
9
Properties=species:S:1:pos:R:3:forces:R:3:nbo_charge:R:1
C -1.4541 -0.2785 -0.0351 -0.3750 0.3345 0.5279 -0.702
C -0.1186 0.3758 -0.1858 -1.5492 -1.1538 0.3094 -0.237
H 2.8899 0.0977 0.8274 0.8529 0.5164 0.8557 0.550
H -2.0836 -0.0376 -0.9018 0.1011 0.0239 0.0933 0.232
H -1.9657 0.1249 0.8485 -0.1418 -0.0762 -0.0939 0.222
H -1.3623 -1.3581 0.0559 0.0305 0.0216 -0.0022 0.224
H -0.1576 1.4662 -0.2870 0.0656 -0.1727 -0.2726 0.169
F 2.9415 -0.0199 -0.1095 12.7003 1.1096 1.2424 -0.519
S 1.3106 -0.3704 -0.2127 -11.6843 -0.6033 -2.6599 0.061
```
Positions in Å, forces in eV/Å.



Among the records above, which one has the highest relative energy (zero: lowest compared OMol25 entry of this formula, charge and spin)? C2H5FS



Which of these has the lowest max |F|? C48H54Cl5IrO3SSe